# 1
{
  "formula": "C32H52BrLiNOSi",
  "method": "ωB97M-V/def2-TZVPD",
  "symbols": ["C", "H", "H", "H", "H", "H", "H", "H", "C", "H", "C", "Br", "C", "H", "C", "C", "C", "H", "C", "C", "C", "N", "C", "C", "H", "H", "H", "H", "H", "H", "C", "H", "C", "C", "C", "H", "H", "H", "H", "C", "C", "H", "H", "C", "C", "H", "H", "C", "H", "Li", "H", "H", "Si", "H", "C", "H", "H", "H", "H", "C", "H", "H", "C", "H", "C", "H", "H", "C", "H", "C", "H", "C", "C", "H", "O", "H", "C", "H", "C", "C", "H", "H", "H", "H", "H", "H", "H", "H", "H"],
  "coordinates": [[8.75, -9.32, -16.37], [7.07, -7.34, -8.06], [14.22, -11.63, -16.49], [8.72, -7.41, -9.85], [5.02, -9.52, -13.82], [12.04, -9.04, -10.64], [3.86, -10.54, -13.01], [6.55, -12.83, -10.81], [5.16, -11.39, -9.96], [10.43, -12.23, -11.42], [13.47, -11.21, -14.59], [7.25, -10.70, -12.44], [10.94, -5.92, -15.01], [7.80, -10.22, -18.03], [3.41, -8.46, -10.95], [11.38, -9.91, -10.59], [15.17, -10.41, -13.01], [11.00, -12.60, -9.75], [4.56, -11.06, -8.58], [7.99, -9.82, -8.87], [14.28, -10.60, -11.96], [11.20, -11.30, -13.70], [12.21, -11.18, -10.86], [10.52, -5.98, -16.33], [10.79, -6.76, -13.03], [5.29, -10.59, -7.94], [10.59, -9.85, -11.33], [13.01, -11.24, -10.09], [12.38, -13.15, -17.26], [7.48, -7.16, -11.06], [9.76, -7.06, -16.78], [3.71, -7.80, -10.13], [12.43, -11.25, -13.50], [4.19, -9.51, -13.13], [14.74, -10.71, -14.32], [3.38, -8.96, -13.58], [2.64, -7.94, -11.53], [10.90, -9.98, -9.60], [8.46, -10.57, -9.53], [13.21, -11.56, -16.03], [12.55, -12.93, -16.20], [9.48, -7.12, -17.82], [11.83, -13.29, -11.17], [4.62, -8.78, -11.83], [10.54, -6.88, -14.09], [8.77, -9.19, -8.41], [12.30, -10.84, -17.82], [9.39, -8.07, -15.87], [4.44, -6.89, -12.82], [9.38, -11.11, -14.18], [10.82, -5.20, -17.01], [14.62, -10.41, -10.93], [5.90, -9.81, -10.81], [16.18, -10.03, -12.84], [8.31, -9.28, -17.81], [5.69, -7.25, -9.18], [7.42, -10.31, -8.08], [7.62, -8.43, -17.97], [9.20, -9.23, -18.48], [9.75, -7.96, -14.51], [11.51, -5.06, -14.67], [3.72, -10.34, -8.68], [8.02, -7.93, -10.52], [5.75, -8.52, -7.96], [12.41, -10.51, -16.79], [13.16, -13.74, -15.77], [4.21, -11.97, -8.09], [7.12, -8.85, -9.67], [3.60, -12.81, -10.32], [11.32, -12.40, -10.79], [5.60, -6.83, -11.50], [12.98, -11.05, -12.14], [5.24, -7.46, -12.31], [11.41, -10.35, -16.34], [8.61, -10.31, -15.61], [12.95, -9.54, -16.78], [4.07, -11.98, -10.88], [4.52, -12.40, -11.78], [6.34, -7.94, -8.65], [6.24, -12.49, -9.85], [7.11, -12.16, -9.28], [15.41, -10.57, -15.17], [5.78, -13.33, -9.31], [3.25, -11.29, -11.09], [8.63, -8.49, -11.24], [6.06, -7.63, -13.00], [2.91, -9.34, -10.57], [9.47, -8.72, -13.81], [11.56, -12.96, -15.72]],
  "lumo_ha": [0.0787, 0.0787],
  "homo_lumo_gap_ev": [5.289, 3.707],
  "homo_ev": [-3.15, -1.56],
  "total_charge": -1
}

***

# 2
{
  "formula": "C32H52F3N2O8S2",
  "method": "ωB97M-V/def2-TZVPD",
  "symbols": ["H", "C", "H", "H", "C", "S", "C", "H", "C", "H", "H", "C", "H", "C", "H", "H", "C", "C", "H", "H", "O", "H", "H", "H", "C", "C", "C", "H", "H", "H", "C", "H", "C", "O", "C", "C", "C", "H", "O", "H", "H", "O", "C", "C", "H", "C", "C", "H", "H", "C", "H", "C", "O", "H", "H", "F", "H", "H", "H", "O", "C", "H", "H", "H", "C", "H", "H", "C", "C", "H", "C", "C", "S", "N", "H", "H", "F", "O", "H", "H", "C", "H", "N", "O", "H", "H", "H", "H", "H", "C", "H", "F", "H", "H", "C", "C", "H", "H", "H"],
  "coordinates": [[-3.11, -1.26, -1.38], [-3.87, 6.69, -1.61], [-6.20, -2.35, 1.58], [-5.56, 6.38, -0.30], [2.10, 1.38, 2.08], [-4.62, -0.67, 2.10], [-3.26, -0.83, 3.30], [-4.94, -2.97, 2.67], [-4.26, -4.56, 0.63], [4.91, -0.35, -1.70], [3.68, -2.15, -0.19], [4.60, -2.70, -0.42], [3.50, 1.48, -1.46], [7.17, -2.45, -0.30], [5.51, 1.27, -1.56], [-3.99, 0.73, 4.57], [5.35, 0.33, 0.36], [3.15, 1.41, -0.44], [-4.71, -1.34, -2.11], [7.12, -2.12, -1.34], [0.11, 2.51, 1.22], [-4.97, -2.79, -0.34], [-3.38, -2.60, 0.51], [6.22, 1.47, 2.00], [-1.19, -4.74, -2.05], [5.89, -3.36, 1.60], [-3.04, 0.48, 4.09], [-5.20, -5.06, 0.84], [-4.30, 6.20, -2.48], [7.89, -1.80, 0.22], [-3.98, -0.66, -1.65], [7.56, -3.46, -0.25], [-1.22, 0.40, -2.36], [-2.73, 1.51, 3.18], [5.64, 0.26, -1.15], [-4.39, -3.03, 0.55], [-4.48, 6.19, -0.32], [4.91, -1.10, 1.97], [-1.16, -0.53, -3.43], [-1.04, 2.67, 3.36], [1.70, 1.36, 3.09], [-3.70, 0.26, -2.64], [-3.83, 0.07, 0.60], [6.28, 1.48, 0.91], [-3.52, -4.78, 1.41], [5.66, -0.94, 1.19], [-0.90, -4.06, -4.04], [1.29, 2.34, -1.00], [-4.02, 6.68, 0.54], [-0.44, 5.35, -1.87], [4.42, -3.77, -0.26], [3.35, 0.87, 1.83], [-2.44, 6.54, -1.60], [-2.59, 1.90, -3.07], [6.46, -4.25, 1.31], [0.05, 5.99, -0.81], [-2.81, -0.30, 0.48], [-2.73, 1.60, -1.34], [-4.32, 5.11, -0.20], [-4.63, -0.05, -0.52], [3.92, 0.87, 0.58], [-0.72, 0.91, 3.54], [6.60, -0.77, 1.74], [-3.87, -4.28, -1.48], [-1.30, 1.67, 3.00], [6.66, -0.05, -1.38], [7.30, 1.22, 0.60], [5.82, -2.29, 0.46], [1.90, 1.92, -0.20], [-1.24, -1.42, -3.10], [-1.98, 5.33, -1.87], [-3.65, -5.04, -0.73], [-1.87, -5.30, -0.54], [0.26, -4.23, -3.54], [-4.16, -5.97, -1.00], [3.88, 0.48, 2.70], [0.05, 4.11, -1.86], [-2.64, 4.36, -2.11], [-0.62, 0.55, 1.22], [4.85, -2.62, -1.49], [-0.91, 1.57, 1.50], [-1.10, -0.18, -1.42], [0.07, -4.66, -2.24], [-1.88, -4.36, -3.15], [-4.06, 7.76, -1.71], [5.95, 2.43, 0.48], [6.42, -2.91, 2.45], [-2.30, 0.34, 4.88], [-2.36, -1.17, 2.79], [-2.60, 1.11, -2.32], [-3.56, -1.61, 4.02], [0.04, 5.96, -2.95], [-1.10, -3.73, -5.05], [-1.80, 1.92, 0.95], [1.36, 1.94, 1.06], [-5.12, -2.40, 1.76], [-3.76, 1.14, 0.85], [4.88, -3.64, 1.94], [-0.40, 1.12, -2.38]],
  "lumo_ha": -0.0945,
  "homo_lumo_gap_ev": 8.163,
  "homo_ev": -10.74,
  "total_charge": 1
}

***

# 3
{
  "formula": "C32H52N5Na",
  "method": "ωB97M-V/def2-TZVPD",
  "symbols": ["H", "H", "H", "C", "H", "C", "C", "N", "C", "H", "H", "C", "H", "H", "H", "H", "H", "C", "C", "H", "H", "H", "C", "N", "C", "C", "H", "C", "H", "C", "C", "H", "C", "H", "H", "C", "H", "H", "H", "C", "H", "H", "C", "H", "H", "N", "H", "C", "C", "H", "C", "C", "H", "H", "H", "H", "H", "H", "H", "H", "C", "H", "H", "C", "C", "H", "C", "H", "H", "H", "H", "H", "C", "N", "H", "C", "C", "Na", "C", "H", "H", "C", "H", "H", "H", "C", "H", "N", "H", "C"],
  "coordinates": [[-3.65, 0.73, 2.99], [2.35, 0.06, 3.24], [-1.02, -3.71, -1.84], [-1.39, 2.16, 2.64], [4.56, -1.70, 0.90], [-2.05, -0.99, -2.18], [-3.12, -1.13, -1.11], [1.51, 0.44, -0.62], [-0.68, -4.63, -1.35], [-3.09, 2.62, 3.89], [1.13, -3.61, 4.74], [0.99, -3.54, 0.22], [0.26, 4.08, 3.82], [-1.79, -1.23, 2.64], [-2.16, 4.02, 3.37], [2.27, -5.90, -0.11], [0.19, -0.05, 3.72], [0.32, -0.95, 4.33], [0.34, -0.58, -2.46], [-2.89, -2.03, -0.51], [-0.81, -5.44, -2.07], [-0.48, -3.30, 5.41], [3.47, -2.56, 4.03], [0.64, 1.78, 1.43], [2.36, 1.25, -0.16], [0.74, 3.52, 3.04], [4.09, -0.02, 3.54], [2.61, 3.08, 1.61], [-1.34, -4.83, -0.51], [2.07, -2.38, 1.91], [3.29, -0.33, 2.86], [-0.29, -4.33, 3.98], [2.22, -3.05, 0.67], [1.35, -0.96, 4.67], [-2.21, 0.42, -0.18], [4.59, -2.16, 1.89], [-3.88, 1.90, 1.69], [-4.09, -1.30, -1.58], [4.47, 1.26, 0.16], [0.79, -4.53, -0.91], [2.70, -2.31, 4.75], [0.63, -6.22, 0.45], [1.87, 2.07, 1.02], [4.43, -2.27, 4.48], [-1.00, -3.46, 1.18], [-3.16, 0.07, -0.29], [1.54, -4.92, -2.92], [3.30, -1.86, 2.67], [3.76, 1.48, -0.64], [2.46, -0.18, -2.45], [0.68, -2.45, 2.25], [1.63, -4.16, -2.14], [2.69, -4.08, -1.88], [3.16, -3.18, 0.15], [3.62, 3.30, 1.27], [4.75, -3.23, 1.77], [-2.11, -1.87, 4.25], [1.11, -6.67, -1.20], [0.05, 0.39, -2.87], [2.59, 4.59, 3.13], [-2.09, 2.98, 3.69], [-0.52, -1.96, -1.23], [5.44, -1.75, 2.43], [-3.34, 0.99, 1.98], [0.04, -3.16, 1.18], [3.91, 2.52, -0.93], [-1.58, -2.07, 3.31], [-0.31, -0.84, 5.22], [4.00, 0.84, -1.49], [0.46, -1.26, -3.32], [3.49, 0.14, 1.90], [1.94, -1.44, -1.31], [-0.08, -2.21, 3.57], [-1.91, 1.26, 1.91], [-4.82, -0.17, 0.97], [2.04, 3.80, 2.64], [-3.72, -0.14, 1.03], [0.04, -0.49, 0.78], [1.68, -0.46, -1.74], [-3.41, -1.10, 1.46], [3.46, -3.64, 3.89], [0.09, -3.43, 4.49], [-2.02, -2.96, 2.87], [-1.53, 2.97, 4.62], [1.31, -3.21, -2.57], [1.23, -5.92, -0.42], [-2.17, -0.03, -2.68], [-0.73, -1.01, -1.56], [-2.17, -1.78, -2.94], [0.06, 2.49, 2.39]],
  "lumo_ha": -0.0042,
  "homo_lumo_gap_ev": 6.030,
  "homo_ev": -6.14
}